{"formula": "C45H90F6N9O7PV", "method": "ωB97M-V/def2-TZVPD", "species": ["V", "P", "F", "F", "F", "F", "F", "F", "C", "C", "C", "O", "H", "H", "H", "H", "H", "H", "H", "C", "C", "C", "C", "N", "H", "H", "H", "H", "H", "H", "H", "C", "C", "C", "C", "N", "H", "H", "H", "H", "H", "H", "H", "C", "C", "C", "C", "N", "H", "H", "H", "H", "H", "H", "H", "C", "C", "C", "C", "N", "H", "H", "H", "H", "H", "H", "H", "C", "O", "C", "C", "N", "C", "C", "O", "C", "H", "H", "H", "H", "H", "H", "H", "H", "H", "H", "H", "H", "H", "H", "H", "C", "O", "C", "C", "N", "C", "C", "O", "C", "H", "H", "H", "H", "H", "H", "H", "H", "H", "H", "H", "H", "H", "H", "H", "C", "O", "C", "C", "N", "C", "C", "O", "C", "H", "H", "H", "H", "H", "H", "H", "H", "H", "H", "H", "H", "H", "H", "H", "N", "C", "C", "C", "C", "H", "H", "H", "H", "H", "N", "C", "C", "C", "C", "H", "H", "H", "H", "H"], "positions_angstrom": [[0.5608, 4.7237, 2.7081], [-3.2249, 4.8157, 2.6734], [-1.6076, 4.8618, 2.7107], [-3.1537, 3.9461, 1.3200], [-3.1956, 3.3712, 3.5426], [-4.8552, 4.7283, 2.5502], [-3.3659, 5.5876, 4.1097], [-3.2577, 6.2440, 1.9269], [-0.3840, 1.1935, 0.0014], [0.1551, 1.4185, 1.4675], [1.5237, 0.7283, 1.6699], [0.2805, 2.8031, 1.8165], [0.3309, 1.5826, -0.7237], [-1.3145, 1.7612, 0.0071], [-0.4895, 0.1101, 0.0565], [-0.5450, 0.9467, 2.1570], [2.2974, 1.1451, 1.0251], [1.3944, -0.3358, 1.4723], [1.8683, 0.7980, 2.7016], [-0.2921, 4.0927, -2.3659], [-1.3977, 5.1217, -2.3851], [-1.1475, 6.4205, -1.5945], [-0.5670, 6.0744, -0.2340], [-0.1387, 5.8065, 0.8169], [-0.5187, 3.1891, -2.9319], [-0.0895, 3.6609, -1.3858], [0.6310, 4.5582, -2.7113], [-2.3310, 4.6707, -2.0481], [-1.5242, 5.4733, -3.4091], [-2.0010, 7.0978, -1.6229], [-0.4057, 7.0175, -2.1249], [2.9010, 0.9628, 6.1791], [3.6028, 2.2405, 6.6026], [4.2733, 2.9463, 5.4467], [3.2561, 3.4787, 4.5701], [2.4367, 3.8927, 3.8925], [2.3486, 0.5931, 7.0429], [3.5600, 0.1952, 5.7735], [2.1575, 1.1242, 5.3985], [4.3618, 1.9973, 7.3461], [2.8247, 2.8971, 6.9917], [4.8466, 2.1941, 4.9047], [4.8795, 3.7710, 5.8215], [1.2563, -1.8591, 4.1856], [2.7329, -2.2610, 3.9864], [2.9850, -3.3948, 2.9780], [2.0144, -4.5257, 3.0255], [1.2478, -5.3623, 3.0334], [0.7980, -1.9179, 3.1983], [1.2044, -0.8356, 4.5567], [0.8282, -2.5590, 4.9032], [3.2341, -2.5376, 4.9139], [3.2617, -1.3527, 3.6975], [4.0080, -3.7710, 2.9712], [2.8664, -2.9857, 1.9746], [-3.0127, 1.4479, -2.3183], [-4.2918, 2.0783, -2.7704], [-5.0247, 1.2720, -3.8765], [-4.2169, 1.1933, -5.0746], [-3.5772, 1.0577, -6.0149], [-3.2472, 0.6897, -1.5712], [-2.3247, 2.2070, -1.9459], [-2.5709, 0.9983, -3.2075], [-3.9248, 2.9417, -3.3253], [-4.9538, 2.3585, -1.9511], [-5.8349, 1.9047, -4.2389], [-5.3323, 0.2425, -3.6931], [-7.0168, 0.7151, 2.5341], [-6.3212, 0.6205, 1.2999], [-5.0685, 1.3356, 1.2833], [-3.9911, 0.7362, 2.2298], [-3.8700, -0.6800, 2.0665], [-2.9166, -1.1950, 3.0479], [-2.5605, -2.6453, 2.7872], [-3.5961, -3.5606, 3.0046], [-3.0969, -4.9107, 2.9079], [-7.4471, 1.6955, 2.7384], [-6.3976, 0.3602, 3.3579], [-7.7769, -0.0654, 2.4987], [-5.1384, 2.4064, 1.4741], [-4.7328, 1.2856, 0.2474], [-4.2456, 0.9750, 3.2624], [-3.0281, 1.2149, 2.0520], [-4.7628, -1.1517, 2.0931], [-3.3295, -1.1080, 4.0529], [-2.0102, -0.5910, 3.0901], [-1.6307, -2.8828, 3.3042], [-2.2030, -2.7414, 1.7620], [-3.9442, -5.5815, 3.0504], [-2.4771, -5.0658, 3.7910], [-2.5147, -5.1406, 2.0156], [-0.8025, -2.0240, -5.4853], [-0.1110, -0.9238, -4.9602], [0.6508, -1.4153, -3.8327], [1.1480, -0.1533, -3.1216], [2.3853, 0.3751, -3.7098], [2.8587, 1.5283, -2.9675], [4.2058, 2.0314, -3.4706], [4.0479, 2.8488, -4.6345], [3.3279, 4.0690, -4.5544], [-0.0982, -2.6846, -5.9910], [-1.5596, -1.6683, -6.1841], [-1.3933, -2.5822, -4.7590], [1.4814, -2.0221, -4.1931], [0.0268, -2.0299, -3.1839], [1.3188, -0.3175, -2.0577], [0.3915, 0.6305, -3.1603], [2.1630, 0.7156, -4.6343], [3.0712, 1.1117, -1.9829], [2.0850, 2.2741, -2.7855], [4.8166, 1.1912, -3.8009], [4.8611, 2.5129, -2.7448], [3.6046, 4.4880, -5.5218], [3.7038, 4.6449, -3.7087], [2.2447, 3.9690, -4.6236], [0.4735, -3.0790, -0.0491], [-0.2986, -3.8340, -0.9341], [-0.5039, -5.1296, -0.3609], [-1.9215, -5.5500, -0.7574], [-1.9801, -6.0262, -2.1251], [-3.3062, -6.4203, -2.5270], [-3.3485, -6.4552, -4.0292], [-3.1190, -5.1542, -4.5872], [-3.0255, -5.0831, -6.0162], [0.7490, -2.2756, -0.7324], [1.3983, -3.5678, 0.2572], [-0.0298, -2.6694, 0.8267], [-0.3472, -5.2140, 0.7145], [0.2602, -5.8182, -0.7214], [-2.6814, -4.8166, -0.4876], [-2.1123, -6.4149, -0.1221], [-1.6329, -5.2521, -2.6731], [-4.0437, -5.6978, -2.1776], [-3.5523, -7.3843, -2.0817], [-4.3906, -6.7534, -4.1447], [-2.6442, -7.2285, -4.3357], [-3.0255, -4.0514, -6.3679], [-3.9746, -5.4732, -6.3838], [-2.2177, -5.6044, -6.5298], [7.3592, 3.6095, 1.4119], [6.7554, 3.4128, 0.1718], [5.5430, 2.7750, 0.3531], [5.2952, 2.5866, 1.7421], [6.4966, 3.0137, 2.3675], [8.2282, 4.0807, 1.6190], [7.2897, 3.7273, -0.7125], [4.8931, 2.4849, -0.4593], [4.4345, 2.1657, 2.2404], [6.8245, 3.0645, 3.3953], [4.8348, -3.0853, -0.9435], [3.8324, -2.2802, -1.3672], [3.6190, -1.3311, -0.4326], [4.6447, -1.4682, 0.4724], [5.4215, -2.6076, 0.1945], [5.2147, -3.8823, -1.4340], [3.4382, -2.4952, -2.3495], [2.9152, -0.5136, -0.3789], [4.7575, -0.8178, 1.3272], [6.3165, -3.0153, 0.6409]], "forces_ev_per_a": [[-2.04, -5.34, -3.36], [-6.22, -1.27, 1.63], [3.26, 0.26, 0.83], [0.98, 0.58, -0.20], [0.60, 1.52, -0.93], [1.04, 0.07, 0.36], [0.99, -0.42, -1.00], [0.86, -0.66, -0.24], [0.52, 0.94, 2.81], [1.33, 0.09, -0.69], [-0.47, 0.15, 0.27], [0.54, 4.13, 1.59], [-0.08, -0.36, -0.07], [-0.18, -0.47, -0.57], [-0.39, 0.02, -0.99], [-0.30, 0.26, 0.23], [-0.11, 0.01, -0.15], [0.12, -0.04, -0.21], [-0.06, 0.16, 0.13], [0.57, -0.13, 0.41], [-0.60, -0.01, -0.16], [1.20, -0.66, 0.47], [-0.27, 0.45, 1.16], [0.26, -0.08, -1.23], [-0.09, 0.36, -0.55], [-0.08, 0.41, 0.40], [0.17, -0.27, -0.20], [-0.10, 0.10, -0.04], [-0.28, -0.18, -0.08], [-0.26, -0.36, 0.93], [0.54, -0.15, 0.21], [-0.36, -0.18, -0.02], [-0.69, -0.55, 0.14], [0.15, -0.13, 0.05], [0.50, -0.04, -0.12], [-1.82, 1.17, -0.98], [0.12, -0.34, -0.11], [0.22, -0.03, 0.30], [-0.14, 0.29, -0.07], [-0.15, 0.30, 0.13], [0.31, 0.10, 0.55], [0.35, 0.35, -0.28], [0.21, 0.00, -0.34], [1.15, -0.69, -0.07], [0.31, 0.12, 0.48], [-0.73, 0.02, -0.73], [1.78, 1.94, 0.34], [-1.21, -1.27, -0.01], [-0.50, 0.00, 0.19], [-0.19, -0.11, 0.08], [-0.52, 0.19, -0.26], [-0.36, -0.06, 0.33], [0.31, -0.16, -0.59], [-0.07, -0.06, 0.36], [-0.04, 0.09, -0.21], [-0.13, -0.65, 0.13], [0.03, 0.14, -1.11], [-0.06, 0.83, -0.15], [0.62, -0.44, -0.15], [0.25, 0.12, -0.36], [0.55, -0.14, 0.09], [-0.06, -0.21, 0.28], [0.41, -0.25, 0.20], [-0.65, 0.66, 0.20], [-0.04, 0.05, -0.18], [-0.69, -0.37, 0.46], [-0.29, 0.21, 0.59], [0.12, -1.11, -0.09], [0.78, 0.81, 0.32], [0.43, -0.43, 0.00], [-1.40, 0.43, -0.41], [1.35, -0.21, -0.33], [-1.27, -0.97, -0.01], [1.03, 0.31, -0.77], [0.20, -0.44, -0.21], [-0.50, 0.55, 1.31], [0.10, 0.06, -0.07], [0.31, 0.46, 0.26], [-0.41, 0.35, -0.23], [-0.55, 0.04, 0.40], [0.09, -0.38, -0.05], [-0.10, 0.34, 0.33], [0.02, 0.14, -0.23], [-0.02, -0.06, 0.14], [-0.11, -0.05, 0.47], [0.15, 0.05, -0.48], [-0.05, -0.32, 0.98], [-0.29, 0.16, -0.66], [-0.04, 0.11, -0.46], [0.43, -0.17, -0.05], [-0.21, 0.25, -0.22], [-0.72, 0.05, -1.01], [0.20, -0.80, 1.27], [-0.17, 1.76, -0.34], [0.56, -0.07, -0.14], [-0.22, 0.15, -0.26], [1.06, -1.17, 1.29], [-0.65, 0.50, -1.14], [0.14, -0.67, 0.07], [0.98, -0.75, -0.88], [-0.09, -0.30, -0.11], [0.30, 0.20, -0.30], [0.28, -0.10, 0.50], [0.20, -0.06, 0.03], [-0.17, 0.02, 0.10], [0.21, -0.32, 0.08], [-0.63, -0.09, -0.06], [-0.04, -0.28, -0.48], [0.04, 0.09, 0.48], [-0.03, 0.62, -0.32], [-0.33, -0.22, -0.14], [-0.45, 0.52, 0.47], [0.01, 0.76, 0.29], [-0.35, 0.38, 0.02], [-0.20, -0.23, 0.64], [0.76, 1.28, -1.56], [0.04, -0.97, 1.49], [-1.11, -0.23, -0.84], [1.05, -1.78, 0.81], [0.75, 0.58, 0.80], [0.90, 1.24, -0.02], [-0.95, -0.08, 0.30], [1.00, -0.26, 0.02], [-1.49, -0.26, 0.18], [0.46, 0.68, 0.60], [0.05, -0.28, 0.05], [-0.45, -0.22, 0.16], [-0.35, 0.84, 0.32], [-0.12, -0.19, -0.59], [0.05, 0.52, -0.08], [-0.35, -0.26, 0.19], [-0.27, -0.02, -0.65], [-0.39, 0.18, 0.12], [-0.03, -0.17, -0.25], [-0.13, -0.26, -1.20], [0.04, 0.15, -0.62], [0.26, 0.18, 0.60], [-0.03, -0.29, -0.42], [0.32, -0.27, 0.59], [-2.62, -1.84, 0.26], [0.45, 0.12, 0.87], [0.03, 0.51, -0.39], [2.97, 0.62, 0.52], [-0.25, 1.15, -0.93], [-0.21, -0.27, -0.16], [-0.29, -0.09, -0.06], [0.00, 0.04, 0.07], [0.12, -0.16, -0.17], [-0.28, -0.13, 0.05], [1.44, -0.71, -0.09], [-0.54, -1.55, -1.58], [-0.34, 1.24, -0.37], [1.86, -0.75, 2.54], [-1.52, 1.74, -0.11], [-0.30, 0.24, -0.19], [-0.48, 0.18, 0.21], [-0.06, -0.28, -0.44], [0.26, -0.03, 0.09], [-0.26, -0.05, -0.07]], "mulliken_charge": [1.29, 1.01, -0.11, -0.28, -0.33, -0.39, -0.37, -0.35, 0.54, 0.54, 0.59, -0.01, -0.81, 0.25, 0.39, -0.76, -0.13, -0.33, -0.05, -0.61, -0.44, -0.79, 0.29, -0.25, 0.48, -0.23, 0.46, 0.08, 0.44, 0.42, 0.39, -0.81, -0.77, -0.13, 0.10, -0.22, 0.44, 0.33, 0.01, 0.35, 0.37, 0.12, 0.40, -0.39, -0.40, 0.83, 0.01, -0.56, -0.40, 0.12, 0.68, 0.45, -0.05, 0.57, -0.81, 0.20, -0.66, -0.64, 0.26, -0.49, 0.33, -0.68, 0.22, 0.27, 0.50, 0.35, 0.34, -0.69, -0.46, 0.00, 0.06, -0.12, -0.53, -0.40, -0.45, -0.64, 0.30, 0.26, 0.31, 0.53, -0.37, 0.41, -0.48, 0.35, 0.42, 0.20, 0.33, 0.07, 0.31, 0.36, 0.15, -1.00, -0.38, -0.76, 1.27, -0.42, 1.63, -0.56, -0.44, -0.58, 0.33, 0.43, 0.39, 0.41, 0.29, -0.84, -0.22, 0.40, -0.82, -0.40, 0.33, 0.26, 0.28, 0.31, 0.16, 0.89, -0.14, -0.19, -1.24, -0.31, -0.68, -0.63, -0.21, -0.85, -0.97, 0.33, -0.28, 0.23, 0.29, 0.50, 0.47, 0.26, 0.39, 0.36, 0.41, 0.35, 0.19, 0.39, 0.35, -0.02, -0.70, 0.09, 0.10, -0.89, 0.20, 0.44, 0.14, 0.24, 0.37, 0.05, -1.10, 1.89, -1.22, -0.90, 0.20, 0.46, -0.47, 0.60, 0.44], "orbital_gap_ev": [2.836, 3.185], "s_squared": 2.05, "spin_multiplicity": 3, "e_tot_ha": -4672.2606, "total_charge": 1}